Computed, not measured: a single C5H8O2 molecule, with ωB97M-V/def2-TZVPD.

Properties
Highest occupied orbital energy (eV): -9.5483
Lowest unoccupied orbital energy (eV): 0.9395
SMILES string: C=CCOCC=O
Max |F| (eV/A): 0.54
2S+1: 1
E (hartree): -345.732982

Each atom is followed by the atoms it is bonded to, with distances in Å.
Atoms and positions in Å:
1 C -2.15 0.00 1.10  C2 1.327, H8 1.085, H9 1.086
2 C -1.81 -0.47 -0.09  C1 1.327, C3 1.500, H10 1.089
3 C -0.40 -0.82 -0.48  C2 1.500, O4 1.416, H11 1.097, H12 1.102
4 O 0.49 -0.52 0.57  C3 1.416, C5 1.389
5 C 1.73 -0.04 0.18  O4 1.389, C6 1.518, H13 1.105, H14 1.098
6 C 1.70 1.30 -0.54  C5 1.518, O7 1.205, H15 1.113
7 O 0.71 1.95 -0.74  C6 1.205
8 H -1.40 0.16 1.87  C1 1.085
9 H -3.18 0.26 1.33  C1 1.086
10 H -2.55 -0.63 -0.87  C2 1.089
11 H -0.14 -0.27 -1.39  C3 1.097
12 H -0.33 -1.90 -0.72  C3 1.102
13 H 2.29 -0.76 -0.45  C5 1.105
14 H 2.32 0.10 1.09  C5 1.098
15 H 2.71 1.64 -0.88  C6 1.113